# 1
Computed, not measured: a structure of composition C9H5Cl2N2O9Re in a non-equilibrium geometry, with ωB97M-V/def2-TZVPD.

Last column: Mulliken spin population.
Geometry (Å):
1 Re -0.110124 -2.162169 -0.561112  1.9801
2 O 0.984660 -1.100992 0.761887  0.0003
3 C 1.906209 -0.252014 0.402601  -0.0046
4 C 0.600809 1.224012 -0.681733  0.2787
5 C 0.880403 2.517873 -0.064704  0.0355
6 C -0.335559 3.293715 0.212866  0.2496
7 C -1.584120 2.834211 -0.030969  -0.0309
8 C -1.773094 1.541378 -0.562939  0.3898
9 C -0.650543 0.727574 -0.840275  -0.0984
10 O -0.845144 -0.552762 -1.227980  -0.0172
11 N -0.132229 4.655526 0.713510  -0.0170
12 O 1.027520 4.995111 0.849209  0.0288
13 O -1.103210 5.269496 1.083141  0.0246
14 H 2.948054 -0.566498 0.487785  -0.0079
15 H 1.649321 3.110049 -0.558122  0.0551
16 H -2.427519 3.477808 0.179463  0.0045
17 H -2.764870 1.144201 -0.723438  0.0078
18 O 2.132450 0.679615 2.680855  -0.0027
19 N 1.846986 0.957119 1.584889  -0.0028
20 O 1.596136 2.214401 1.313416  0.0832
21 O 1.734321 0.440404 -0.772552  0.0023
22 Cl -1.356916 -3.605697 -2.012598  0.0017
23 C -1.338084 -5.063037 -0.855901  0.0159
24 Cl -2.575668 -4.891221 0.347936  0.0052
25 C 0.060783 -5.068403 -0.252148  0.0155
26 O 0.715542 -6.048556 -0.174215  0.0053
27 O 0.456361 -3.834927 0.165900  -0.0021
28 H -1.542479 -5.936225 -1.464773  -0.0004

Atoms 1-6, force components in eV/Å:
Re 0.483 0.062 0.579
O 0.018 -0.154 -0.289
C -0.067 -0.276 -0.172
C 0.114 0.049 0.159
C -0.003 0.100 -0.192
C 0.078 0.206 -0.192

Summary:
* E_LUMO (alpha / beta): -5.1539 / -6.1492 eV
* 2S+1: 4
* energy relative to the best compared isomer or geometry (same formula, charge and spin): 369.4 kJ/mol
* frontier orbital gap (alpha / beta): 7.59 / 6.53 eV
* charge: +1



# 2
Computed, not measured: a structure of composition C9H5Cl9Cr2O4 in a non-equilibrium geometry, with ωB97M-V/def2-TZVPD.

Last column: Mulliken spin population.
Geometry (Å):
1 Cr 3.173885 -1.126465 -0.744376  4.0683
2 Cr -2.969370 -1.454699 -2.185037  4.1407
3 C -0.248916 0.586149 -0.470137  0.0109
4 C -1.457783 -0.085976 -0.481264  -0.0001
5 C -1.532222 -1.495315 0.061594  -0.0187
6 O -2.605425 -2.158492 -0.125606  -0.0457
7 C -0.378807 -2.137903 0.489904  -0.0193
8 C 0.853180 -1.491819 0.587612  -0.0194
9 C 0.866459 -0.000999 0.107320  0.0203
10 O 2.060272 0.374039 -0.140369  -0.0562
11 O 2.007736 -1.985902 0.736251  -0.0189
12 O -2.417337 0.373174 -1.193190  -0.0655
13 H -0.110600 1.516718 -1.004717  0.0047
14 H -0.390992 -3.171953 0.809538  -0.0015
15 C -2.608974 3.949592 -1.002403  0.0003
16 Cl -4.146402 3.266598 -1.483351  -0.0002
17 Cl -2.296807 3.511456 0.689281  -0.0002
18 Cl -2.643542 5.696430 -1.275281  0.0000
19 H -1.774657 3.606732 -1.601991  0.0001
20 C 1.480494 -5.619922 1.351260  0.0016
21 Cl 1.758002 -6.691069 -0.014907  0.0000
22 Cl 3.039654 -5.157162 2.034034  0.0000
23 Cl 0.392083 -6.304824 2.567946  0.0001
24 H 0.969488 -4.701799 1.100319  -0.0005
25 C 1.700043 4.096846 0.261550  0.0008
26 Cl 2.738358 4.027033 1.683373  0.0000
27 Cl 2.562853 3.468166 -1.170875  -0.0005
28 Cl 1.090287 5.703253 -0.052256  0.0000
29 H 0.889051 3.408100 0.465778  -0.0009

Atoms 1-6, force components in eV/Å:
Cr -0.866 0.448 2.060
Cr -0.182 1.191 2.911
C 0.474 0.632 1.049
C 0.629 1.068 -0.674
C 0.344 -1.086 0.057
O -0.358 1.022 -2.246

Summary:
* E_LUMO (alpha / beta): -10.1611 / -9.4707 eV
* 2S+1: 9
* energy relative to the best compared isomer or geometry (same formula, charge and spin): 180.0 kJ/mol
* frontier orbital gap (alpha / beta): 5.14 / 5.83 eV
* charge: +2



# 3
Computed, not measured: a structure of composition C9H5GaNO4S in a non-equilibrium geometry, with ωB97M-V/def2-TZVPD.

Last column: natural (NBO) charge in e.
Geometry (Å):
1 O 0.593316 -0.132529 -3.518938  -0.1839
2 C 0.288789 -0.837087 -2.663883  0.4879
3 Ga -0.124959 -1.997842 -1.121363  0.9925
4 O 1.038481 -5.271147 -2.948526  -0.2680
5 C 0.667610 -4.333675 -2.450338  0.5565
6 C -2.229889 -1.213970 -1.391786  0.5260
7 O -3.302581 -0.835374 -1.548950  -0.2046
8 C -0.893857 -2.938566 0.432902  0.4933
9 O -1.280954 -3.458905 1.383719  -0.1675
10 S 1.645432 -0.937142 0.160953  -0.0319
11 C 0.803797 0.546185 0.668471  0.0317
12 N 1.400202 1.735977 0.278363  -0.4494
13 C 1.035448 2.980587 0.740119  0.1274
14 C -0.005199 3.046085 1.642899  -0.1925
15 C -0.672515 1.890797 2.073746  -0.0525
16 C -0.260266 0.645519 1.580615  -0.2393
17 H 2.178429 1.647121 -0.373566  0.4588
18 H 1.620616 3.825490 0.351608  0.2917
19 H -0.295724 4.009828 2.015996  0.2941
20 H -1.492625 1.933225 2.797492  0.2901
21 H -0.713549 -0.304577 1.890468  0.2395

Atoms 1-6, force components in eV/Å:
O -1.149 -2.768 3.746
C 1.575 3.284 -5.831
Ga 1.955 0.665 0.957
O -0.641 1.598 0.832
C 0.286 -0.633 -0.271
C -4.841 1.647 -0.735

Summary:
* E_LUMO: -14.1630 eV
* energy relative to the best compared isomer or geometry (same formula, charge and spin): 0.0 kJ/mol
* frontier orbital gap: 6.31 eV
* charge: +3



# 4
Computed, not measured: an isolated molecule of C9H6Br2 in a non-equilibrium geometry, with ωB97M-V/def2-TZVPD.

Last column: Mulliken spin population.
Geometry (Å):
1 C -2.118082 -1.014009 0.521864  -0.0591
2 C -2.250708 0.390989 0.584676  0.0929
3 C -0.849541 -1.522181 0.245537  0.1180
4 C -1.218897 1.169311 0.147323  -0.0790
5 C 0.248142 -0.694537 -0.068140  -0.0605
6 C 0.053506 0.669925 -0.236543  0.1935
7 C 1.478188 -1.284994 -0.605624  0.7039
8 C 2.218080 1.427022 0.474414  0.8593
9 C 1.271756 1.382964 -0.409585  -0.0662
10 Br 2.369834 -2.716307 0.036362  0.0994
11 Br 3.645499 2.540660 0.276098  0.1403
12 H -3.012141 -1.567698 0.896790  -0.0021
13 H -3.295974 0.770578 0.713620  0.0031
14 H -0.582327 -2.581129 0.397025  0.0030
15 H -1.445212 2.216779 -0.243799  -0.0006
16 H 2.116354 -1.098411 -1.392095  0.0016
17 H 1.371530 1.911036 -1.337917  0.0525

Atoms 1-6, force components in eV/Å:
C 0.328 0.486 1.543
C -1.588 -1.080 -1.186
C -0.122 -1.030 1.017
C 0.677 2.665 -2.297
C -0.133 -1.143 -1.665
C -1.961 -1.791 2.241

Summary:
* E_LUMO (alpha / beta): 0.7709 / -1.4623 eV
* 2S+1: 3
* frontier orbital gap (alpha / beta): 8.20 / 7.71 eV
* charge: 0



# 5
Computed, not measured: an isolated molecule of C9H6Cl2, with ωB97M-V/def2-TZVPD.

Last column: natural (NBO) charge in e.
Geometry (Å):
1 C -2.330494 0.639187 -0.296853  -0.1984
2 C -1.623174 -0.535790 -0.138594  -0.2098
3 C -1.694668 1.869392 -0.236749  -0.2217
4 C -0.236651 -0.503076 0.052209  0.0035
5 C 0.399936 0.741814 0.092623  -0.2350
6 C -0.323970 1.908519 -0.006677  -0.0220
7 C 0.520525 -1.716253 0.220526  -0.1489
8 C 1.876704 -1.770514 0.294029  -0.3910
9 C 2.781273 -0.734232 0.565743  -0.0264
10 Cl 0.483339 3.435535 0.100759  0.0112
11 Cl 4.153997 -0.570832 -0.376513  0.0763
12 H -3.395475 0.603313 -0.466969  0.2196
13 H -2.138729 -1.484207 -0.156777  0.2131
14 H -2.245852 2.785391 -0.376755  0.2289
15 H -0.034493 -2.642940 0.193728  0.2144
16 H 2.329140 -2.761031 0.278070  0.2471
17 H 1.478593 0.735732 0.258196  0.2392

Atoms 1-6, force components in eV/Å:
C -0.083 0.053 0.007
C 0.271 -0.061 0.074
C 0.193 -0.007 0.065
C -0.509 0.641 -0.015
C 0.235 -0.314 0.090
C -0.275 -0.103 -0.089

Summary:
* E_LUMO (alpha / beta): -1.0537 / -1.2672 eV
* energy relative to the best compared isomer or geometry (same formula, charge and spin): 188.1 kJ/mol
* frontier orbital gap (alpha / beta): 6.96 / 7.00 eV
* charge: 0



# 6
Computed, not measured: a structure of composition C9H6Cl2N2O4RhRu in a non-equilibrium geometry, with ωB97M-V/def2-TZVPD.

Last column: Mulliken spin population.
Geometry (Å):
1 Ru 0.308026 -3.564725 -1.673088  3.2954
2 Rh -0.679308 -1.486807 -1.251463  2.2640
3 Cl -0.204412 -2.714555 0.642871  0.4384
4 Cl -1.981751 -3.342569 -2.021961  0.6128
5 C -1.046602 -0.264668 -2.602284  0.0327
6 C 2.080214 -3.089552 -1.529618  0.0151
7 C 0.602806 -4.516312 -3.217818  -0.1397
8 O -1.373207 0.612876 -3.297337  0.0398
9 O 3.211376 -2.792091 -1.459835  0.1774
10 O 0.762556 -5.211714 -4.154291  0.2034
11 N -1.491216 3.381378 2.947901  0.6870
12 C -1.679828 2.285861 2.155301  -0.0621
13 O -2.794331 1.838495 1.893067  0.5513
14 C -0.481166 1.666718 1.531091  0.1514
15 C 0.838457 2.141666 1.532856  0.0398
16 C 1.783674 1.550852 0.697717  0.2494
17 C 1.412295 0.473798 -0.126435  0.2591
18 N 0.155885 0.044358 -0.103652  0.0258
19 C -0.774527 0.568858 0.705369  0.2105
20 H -2.307431 3.710353 3.450032  -0.0217
21 H -0.592374 3.649745 3.316013  -0.0217
22 H 1.092896 3.010166 2.132828  0.0093
23 H 2.794240 1.948811 0.617211  0.0009
24 H 2.119652 0.010541 -0.819795  0.0000
25 H -1.755926 0.088518 0.635320  -0.0183

Atoms 1-6, force components in eV/Å:
Ru -4.933 -1.236 4.446
Rh -1.014 -1.037 0.730
Cl 0.576 -1.503 2.014
Cl -1.456 -0.330 -0.801
C -2.768 7.116 -6.878
C 11.250 4.504 1.197

Summary:
* E_LUMO (alpha / beta): -16.2884 / -19.8692 eV
* 2S+1: 10
* frontier orbital gap (alpha / beta): 4.64 / 4.33 eV
* charge: +4



# 7
Computed, not measured: an isolated molecule of C9H6ClN3OS in a non-equilibrium geometry, with ωB97M-V/def2-TZVPD.

Last column: natural (NBO) charge in e.
Geometry (Å):
1 C 2.771775 -1.153674 -0.135181  -0.3455
2 C 1.975829 -0.571517 -1.106074  -0.1363
3 C 2.103924 -1.905424 0.850719  0.1060
4 C -0.366367 2.642475 -0.630840  -0.0668
5 C -1.524428 2.152248 1.145284  0.1930
6 C 0.612898 -0.775890 -0.989643  -0.2131
7 C 0.038537 -1.619410 -0.023736  0.0810
8 C -0.847406 1.357335 -0.719287  0.0181
9 C -1.256960 -1.939491 -0.070482  -0.5616
10 N -0.918649 3.143850 0.514496  -0.4385
11 N 0.830906 -2.123652 0.970681  -0.4209
12 N -1.602218 1.062561 0.343240  -0.5310
13 O -3.531780 -0.750008 0.468518  -0.9886
14 S -2.860342 -1.998807 -0.017642  1.1201
15 Cl -0.520040 0.143422 -1.930710  0.6238
16 H 3.811339 -0.900210 -0.022806  0.2272
17 H 2.402816 0.097173 -1.718396  0.2184
18 H 2.713859 -2.308646 1.611382  0.1877
19 H 0.145559 3.097648 -1.390406  0.2138
20 H -2.081409 2.212046 2.116828  0.2245
21 H -1.897838 0.137966 0.734045  0.4887

Atoms 1-6, force components in eV/Å:
C -0.817 -0.031 -0.175
C -1.107 -1.683 2.900
C 0.770 0.603 -0.304
C -2.693 -2.194 1.585
C -1.125 0.675 -0.428
C 1.231 -0.522 -0.517

Summary:
* E_LUMO: 0.0365 eV
* frontier orbital gap: 7.65 eV
* charge: 0



# 8
Computed, not measured: an isolated molecule of C9H6ClNO in a non-equilibrium geometry, with ωB97M-V/def2-TZVPD.

Last column: natural (NBO) charge in e.
Geometry (Å):
1 Cl 2.895470 -4.226574 -0.423285  0.0879
2 C 1.681367 -3.068439 -0.486967  0.2262
3 C 1.482435 -1.951185 0.351991  -0.3613
4 C 0.437866 -1.189628 -0.269000  0.1322
5 C -0.104822 0.215543 -0.113291  -0.0507
6 C -1.002011 0.741695 -1.071127  -0.2041
7 C -1.672373 1.890530 -0.742378  -0.1903
8 C -1.436712 2.620589 0.514585  -0.2017
9 C -0.619735 1.984188 1.441022  -0.2193
10 C 0.125488 0.836436 1.121248  -0.1933
11 N 0.117317 -1.835785 -1.395862  -0.1314
12 O 0.883878 -2.960426 -1.600989  -0.2659
13 H 2.222225 -1.835546 1.232954  0.2536
14 H -1.103195 0.106668 -1.903592  0.2444
15 H -2.347192 2.325386 -1.461791  0.2125
16 H -2.137310 3.497809 0.724329  0.2299
17 H -0.254925 2.516599 2.305352  0.2146
18 H 0.832229 0.332141 1.776800  0.2167

Atoms 1-6, force components in eV/Å:
Cl -0.009 -0.403 -0.111
C -1.028 3.119 0.190
C 1.982 -1.935 0.551
C 1.095 -0.818 -2.423
C -0.139 -1.258 1.437
C 1.119 -0.225 2.283

Summary:
* E_LUMO: 0.3674 eV
* energy relative to the best compared isomer or geometry (same formula, charge and spin): 105.4 kJ/mol
* frontier orbital gap: 9.45 eV
* charge: 0



# 9
Computed, not measured: a structure of composition C9H6ClO4S in a non-equilibrium geometry, with ωB97M-V/def2-TZVPD.

Last column: natural (NBO) charge in e.
Geometry (Å):
1 C -2.513406 0.862937 0.764824  -0.2404
2 C -2.516722 -0.519757 0.703380  -0.2045
3 C -1.421472 1.556133 0.279467  -0.1594
4 C -1.442105 -1.183789 0.144332  -0.2155
5 C -0.332510 0.888121 -0.270732  -0.1622
6 C -0.333366 -0.504156 -0.354961  0.0588
7 C 0.803557 1.761072 -0.704207  0.7942
8 C 0.744234 -1.307026 -1.023481  -0.4912
9 C 2.190642 -0.824207 -0.859392  -0.6017
10 O 1.365041 -0.103797 1.720161  -0.9502
11 O 0.648093 2.640903 -1.522196  -0.5919
12 O 3.685894 0.284415 1.083906  -0.9265
13 O 1.949304 1.597121 -0.074257  -0.6796
14 S 2.334762 0.066613 0.658246  2.2607
15 Cl 3.202675 -2.259698 -0.462586  -0.1341
16 H -3.349477 1.398416 1.192907  0.2011
17 H -3.355489 -1.082038 1.092213  0.1996
18 H -1.390109 2.635988 0.333565  0.2148
19 H -1.452145 -2.263195 0.101256  0.2026
20 H 0.641595 -2.349011 -0.695653  0.2072
21 H 0.540995 -1.295046 -2.106798  0.2182

Atoms 1-6, force components in eV/Å:
C -0.061 0.051 0.058
C -0.073 0.004 0.017
C 0.101 0.053 -0.082
C 0.037 0.054 -0.062
C -0.441 -0.054 -0.078
C -0.466 0.053 -0.173

Summary:
* E_LUMO: 3.3173 eV
* energy relative to the best compared isomer or geometry (same formula, charge and spin): 0.0 kJ/mol
* frontier orbital gap: 7.36 eV
* charge: -1



# 10
Computed, not measured: a structure of composition C9H6N2O4Zn in a non-equilibrium geometry, with ωB97M-V/def2-TZVPD.

Last column: natural (NBO) charge in e.
Geometry (Å):
1 O -3.659228 0.395001 -1.920119  -0.3543
2 C -2.659345 0.287288 -1.395142  0.4207
3 Zn 0.000000 0.000000 0.000000  1.5745
4 C -0.043119 1.747559 0.443661  0.3332
5 C 0.758737 -0.517243 -1.552324  0.3299
6 O -0.070261 2.860548 0.726349  -0.2166
7 O 1.242066 -0.846210 -2.540976  -0.2175
8 N 1.590480 -3.130598 5.618689  -0.7842
9 C 0.831101 -2.635373 4.607346  0.6184
10 O -0.384046 -2.742488 4.686941  -0.5645
11 C 1.423065 -1.953364 3.413018  -0.1064
12 C 2.814201 -1.793193 3.245265  -0.0712
13 C 3.316853 -1.122115 2.132033  -0.1875
14 C 2.434736 -0.606032 1.189979  0.0187
15 N 1.093543 -0.771870 1.339372  -0.7396
16 C 0.574175 -1.427370 2.412242  0.0968
17 H 1.137877 -3.582970 6.426918  0.4503
18 H 2.615265 -3.072036 5.628716  0.3988
19 H 3.530916 -2.167757 3.957534  0.2524
20 H 4.384211 -0.997276 2.004092  0.2712
21 H 2.820044 -0.075871 0.329480  0.2196
22 H -0.500685 -1.517750 2.493857  0.2572

Atoms 1-6, force components in eV/Å:
O 2.251 -0.235 1.175
C -1.828 0.123 -0.879
Zn -1.683 -1.960 1.535
C -0.869 9.096 1.979
C 3.318 -2.622 -8.297
O 0.247 -4.803 -1.103

Summary:
* E_LUMO: -10.1377 eV
* energy relative to the best compared isomer or geometry (same formula, charge and spin): 147.4 kJ/mol
* frontier orbital gap: 5.85 eV
* charge: +2



- What is the charge in the fourth record?
  0